# C22H19FN3O4PtSe

C22H19FN3O4PtSe as an isolated structure (ωB97M-V/def2-TZVPD, OMol25).

Element x y z (Å)
Pt1 0.32 -0.75 0.39
O1 -3.49 -0.33 2.98
C1 -2.35 -0.71 2.40
O2 -2.31 -1.45 1.45
C2 -1.16 -0.15 3.14
C3 -1.36 0.35 4.41
C4 -0.27 0.80 5.14
C5 0.98 0.70 4.57
C6 1.10 0.21 3.27
N1 0.05 -0.20 2.55
C7 2.48 0.19 2.62
O3 3.51 -0.08 3.43
O4 2.66 0.48 1.48
H1 -4.23 -0.72 2.48
H2 -2.36 0.38 4.82
H3 -0.40 1.21 6.13
H4 1.84 1.07 5.10
H5 3.23 -0.44 4.28
F1 -5.31 2.32 0.18
C8 -4.00 2.07 0.05
C9 -3.53 1.53 -1.13
C10 -2.18 1.25 -1.25
C11 -1.29 1.50 -0.20
C12 0.14 1.13 -0.30
C13 -1.80 2.09 0.96
C14 -3.15 2.37 1.10
H6 -4.23 1.33 -1.94
H7 -1.80 0.84 -2.18
H8 0.78 1.73 0.34
H9 0.51 1.16 -1.32
H10 -1.12 2.34 1.77
H11 -3.55 2.83 1.99
C15 -0.73 -2.17 -4.74
N2 -1.53 -2.18 -3.53
C16 -1.10 -1.96 -2.28
Se1 0.69 -1.65 -1.77
N3 -2.15 -2.01 -1.45
C17 -3.31 -2.22 -2.18
C18 -4.64 -2.31 -1.80
C19 -5.56 -2.53 -2.82
C20 -5.16 -2.66 -4.15
C21 -3.83 -2.57 -4.53
C22 -2.92 -2.34 -3.51
H12 0.29 -1.90 -4.48
H13 -1.13 -1.43 -5.43
H14 -0.74 -3.15 -5.21
H15 -2.07 -1.77 -0.47
H16 -4.95 -2.22 -0.77
H17 -6.61 -2.61 -2.57
H18 -5.91 -2.84 -4.91
H19 -3.52 -2.67 -5.56

Properties
E_HOMO: -10.7468 eV
Net charge: +1
LUMO energy: -3.9 eV

***

# C22H19InN7O2S

C22H19InN7O2S as an isolated structure (ωB97M-V/def2-TZVPD, OMol25).

Element x y z (Å)
In1 -0.20 -0.69 -0.08
O1 -3.90 -2.49 -1.24
C1 -2.82 -1.90 -1.17
N1 -2.22 -1.34 -0.14
C2 -2.87 -1.10 1.11
C3 -4.28 -1.15 1.24
C4 -4.84 -0.82 2.45
C5 -4.09 -0.35 3.51
C6 -2.72 -0.38 3.44
C7 -2.13 -0.64 2.19
N2 -0.77 -0.58 1.95
C8 0.24 -0.74 2.89
O2 0.07 -0.88 4.07
C9 1.69 -0.76 2.25
C10 2.75 -0.60 3.12
C11 4.02 -0.40 2.56
C12 4.12 -0.25 1.20
C13 3.00 -0.59 0.44
N3 1.78 -0.77 0.93
C14 -1.81 -1.97 -2.36
C15 -2.27 -2.56 -3.53
C16 -1.50 -2.62 -4.62
C17 -0.18 -2.24 -4.55
C18 0.25 -1.66 -3.36
N4 -0.55 -1.50 -2.30
H1 -4.88 -1.62 0.45
H2 -5.88 -1.00 2.67
H3 -4.64 -0.14 4.49
H4 -2.12 -0.10 4.23
H5 2.52 -0.56 4.18
H6 4.84 -0.06 3.18
H7 5.06 0.08 0.75
H8 2.95 -0.48 -0.66
H9 -3.22 -3.04 -3.39
H10 -1.97 -3.05 -5.60
H11 0.44 -2.33 -5.35
H12 1.26 -1.24 -3.23
C19 3.95 2.67 -2.05
C20 2.80 3.66 -1.81
C21 1.78 3.04 -0.95
N5 1.33 1.78 -1.11
N6 0.19 1.54 -0.41
C22 -0.14 2.53 0.44
N7 -1.21 2.57 1.24
S1 0.89 3.89 0.27
H13 3.51 1.82 -2.55
H14 4.42 2.36 -1.08
H15 4.66 3.06 -2.77
H16 2.44 4.01 -2.81
H17 3.21 4.50 -1.38
H18 -1.34 1.67 1.71
H19 -1.61 3.43 1.55

Properties
E_HOMO: -10.2415 eV
Net charge: +1
LUMO energy: -3.2 eV

***

# C22H19N2O3

A 2-piece molecular cluster, C22H19N2O3 overall (ωB97M-V/def2-TZVPD, OMol25).

Element x y z (Å)
C1 -3.20 -0.78 -1.18
C2 -2.22 -1.47 -0.33
N1 -2.26 -1.30 1.02
C3 -1.26 -2.04 1.53
C4 -1.00 -2.06 2.99
C5 -0.60 -2.70 0.42
N2 -1.22 -2.31 -0.74
H1 -3.10 -1.09 -2.23
H2 -4.21 -1.01 -0.82
H3 -3.06 0.31 -1.09
H4 -0.20 -2.76 3.27
H5 -0.72 -1.06 3.35
H6 -1.91 -2.34 3.55
H7 0.23 -3.39 0.47
C6 -3.82 -8.44 -2.98
O1 -3.86 -7.37 -3.96
C7 -3.11 -6.25 -3.77
C8 -2.28 -6.06 -2.63
C9 -1.52 -4.92 -2.53
C10 -1.54 -3.92 -3.52
C11 -0.64 -2.80 -3.39
C12 0.71 -2.92 -3.21
C13 1.63 -1.74 -3.27
O2 1.30 -0.57 -3.45
C14 3.01 -2.28 -3.16
C15 2.97 -3.68 -3.14
C16 4.14 -4.43 -2.97
C17 5.35 -3.76 -2.78
C18 5.39 -2.35 -2.80
C19 4.22 -1.61 -3.02
C20 1.56 -4.16 -3.25
O3 1.25 -5.33 -3.42
C21 -2.40 -4.10 -4.64
C22 -3.16 -5.24 -4.77
H8 -4.53 -9.16 -3.37
H9 -2.82 -8.90 -2.91
H10 -4.13 -8.11 -1.98
H11 -2.24 -6.83 -1.85
H12 -0.88 -4.76 -1.67
H13 -1.02 -1.81 -3.65
H14 4.08 -5.52 -2.98
H15 6.27 -4.33 -2.61
H16 6.34 -1.84 -2.64
H17 4.24 -0.53 -3.06
H18 -2.41 -3.34 -5.42
H19 -3.82 -5.40 -5.62

Properties
E_HOMO: -2.9206 eV
Net charge: -1
LUMO energy: 2.1 eV

***

# C22H19N3O2ReS2

C22H19N3O2ReS2 as an isolated structure (ωB97M-V/def2-TZVPD, OMol25).

Element x y z (Å)
Re1 -1.54 1.36 1.87
O1 -2.21 -3.66 0.90
C1 -1.48 -3.49 -0.22
C2 -1.43 -4.64 -1.03
C3 -0.70 -4.67 -2.19
C4 0.01 -3.54 -2.58
C5 -0.05 -2.40 -1.81
C6 -0.80 -2.31 -0.63
C7 -0.81 -1.06 0.21
O2 -1.71 -1.17 1.36
N1 0.56 1.21 0.06
N2 -0.37 2.14 0.48
C8 -0.31 3.34 -0.04
S1 -1.30 4.60 0.60
C9 -1.01 5.73 -0.81
C10 0.41 5.52 -1.27
S2 0.75 3.73 -1.35
H1 -2.30 -2.86 1.41
H2 -1.99 -5.49 -0.68
H3 -0.67 -5.57 -2.79
H4 0.61 -3.55 -3.48
H5 0.54 -1.57 -2.15
H6 -1.18 6.74 -0.45
H7 -1.74 5.49 -1.58
H8 1.14 5.97 -0.59
H9 0.56 5.93 -2.27
N3 0.12 0.40 2.96
C11 1.36 -0.27 2.45
C12 2.35 -0.55 3.39
C13 3.49 -1.25 3.03
C14 3.65 -1.68 1.73
C15 2.68 -1.39 0.77
C16 1.54 -0.68 1.13
C17 0.47 -0.24 0.19
C18 0.51 0.48 -1.17
C19 -0.70 0.63 -2.04
C20 -2.05 0.69 -1.79
C21 -2.78 0.33 -0.61
C22 -1.96 -0.16 0.42
H10 -0.36 -0.33 3.50
H11 0.44 1.07 3.66
H12 2.22 -0.22 4.42
H13 4.24 -1.46 3.78
H14 4.53 -2.24 1.44
H15 2.80 -1.71 -0.25
H16 1.45 0.50 -1.72
H17 -0.43 0.82 -3.07
H18 -2.67 1.00 -2.62
H19 -3.85 0.49 -0.55

Properties
E_HOMO (alpha / beta): -13.5182 / -13.5203 eV
2S+1: 4
Net charge: +2
LUMO energy (alpha / beta): -7.5 / -8.1 eV
<S²>: 3.8335

***

# C22H19N3O3Pt

C22H19N3O3Pt as an isolated structure (ωB97M-V/def2-TZVPD, OMol25).

Element x y z (Å)
Pt1 -0.17 -0.01 0.67
C1 -3.33 2.83 0.03
C2 -2.13 2.26 0.46
N1 -1.81 1.01 0.18
C3 -2.66 0.23 -0.57
C4 -3.90 0.74 -1.01
C5 -4.22 2.08 -0.69
C6 -4.76 -0.11 -1.74
C7 -4.36 -1.38 -2.03
C8 -3.11 -1.88 -1.63
C9 -2.23 -1.10 -0.90
N2 -0.97 -1.40 -0.43
C10 -0.22 -2.54 -0.53
C11 -0.51 -3.73 -1.19
C12 0.42 -4.78 -1.23
C13 1.65 -4.70 -0.63
C14 1.98 -3.53 0.08
C15 3.22 -3.35 0.73
C16 3.45 -2.21 1.46
C17 2.45 -1.24 1.54
N3 1.30 -1.36 0.91
C18 1.04 -2.48 0.17
H1 -3.55 3.86 0.27
H2 -1.41 2.81 1.04
H3 -5.15 2.49 -1.04
H4 -5.73 0.26 -2.05
H5 -5.02 -2.03 -2.59
H6 -2.87 -2.89 -1.89
H7 -1.45 -3.88 -1.69
H8 0.16 -5.69 -1.77
H9 2.36 -5.51 -0.68
H10 3.98 -4.11 0.64
H11 4.39 -2.05 1.97
H12 2.57 -0.35 2.15
C19 1.57 4.42 0.80
C20 1.99 2.96 0.69
C21 3.50 2.84 0.62
O1 1.37 2.40 -0.47
C22 1.50 2.26 2.03
O2 2.02 2.68 3.05
O3 0.57 1.36 2.02
H13 1.98 4.99 -0.04
H14 1.94 4.83 1.74
H15 0.48 4.50 0.78
H16 3.91 3.50 -0.15
H17 3.81 1.81 0.40
H18 3.93 3.12 1.58
H19 2.06 2.08 -1.06

Properties
E_HOMO: -7.1066 eV
LUMO energy: -0.4 eV

***

# C22H19N5O

One molecule with the formula C22H19N5O (ωB97M-V/def2-TZVPD, OMol25).

Element x y z (Å)
C1 2.71 2.37 -1.15
C2 2.39 0.91 -1.32
N1 1.80 0.32 -0.29
C3 1.48 -0.97 -0.38
C4 1.78 -1.74 -1.50
C5 2.39 -1.12 -2.57
C6 2.69 0.23 -2.49
H1 3.16 0.75 -3.32
H2 2.62 -1.68 -3.47
H3 1.51 -2.78 -1.52
C7 0.75 -1.52 0.75
N2 0.81 -2.80 1.10
N3 0.03 -2.90 2.17
C8 -0.52 -1.73 2.54
C9 -0.10 -0.78 1.63
C10 -0.41 0.63 1.55
C11 -0.28 1.46 2.65
C12 -0.46 2.84 2.49
N4 -0.71 3.42 1.35
C13 -0.88 2.64 0.26
C14 -1.14 3.27 -0.98
C15 -1.30 2.53 -2.11
C16 -1.28 1.12 -2.05
C17 -1.06 0.49 -0.85
C18 -0.79 1.23 0.32
H4 -1.10 -0.59 -0.82
C19 -1.47 0.26 -3.25
O1 -1.97 -0.85 -3.20
N5 -1.02 0.80 -4.42
H5 -0.48 1.64 -4.44
H6 -1.07 0.23 -5.25
H7 -1.51 3.02 -3.05
H8 -1.20 4.35 -0.99
H9 -0.36 3.50 3.34
H10 0.00 1.06 3.61
C20 -1.37 -1.94 3.75
H11 -2.34 -1.44 3.67
H12 -0.87 -1.56 4.64
C21 -1.50 -3.48 3.79
H13 -1.52 -3.86 4.81
H14 -2.43 -3.77 3.29
C22 -0.30 -4.02 3.00
H15 -0.54 -4.90 2.40
H16 0.55 -4.26 3.66
H17 3.79 2.52 -1.16
H18 2.28 2.95 -1.97
H19 2.30 2.72 -0.21

Properties
E_HOMO: -8.2711 eV
LUMO energy: 0.2 eV

***

# C22H19N5O3S

One molecule with the formula C22H19N5O3S (ωB97M-V/def2-TZVPD, OMol25).

Element x y z (Å)
C1 2.39 -0.59 -2.55
C2 1.15 -0.92 -1.81
C3 -0.13 -0.48 -2.01
C4 -0.97 -1.13 -1.05
C5 -0.14 -1.96 -0.31
N1 1.13 -1.82 -0.77
C6 2.25 -2.51 -0.27
C7 3.30 -1.79 0.29
C8 4.44 -2.43 0.79
C9 4.47 -3.80 0.71
C10 3.41 -4.52 0.15
C11 2.29 -3.90 -0.35
H1 1.48 -4.46 -0.78
O1 3.69 -5.86 0.20
C12 4.97 -5.96 0.81
O2 5.44 -4.67 1.12
H2 5.67 -6.46 0.12
H3 4.89 -6.56 1.73
H4 5.25 -1.88 1.22
H5 3.24 -0.71 0.35
C13 -0.50 -2.84 0.84
H6 -1.38 -2.44 1.33
H7 -0.75 -3.84 0.49
H8 0.33 -2.91 1.54
C14 -2.39 -0.97 -0.85
O3 -3.06 -1.68 -0.13
C15 -3.05 0.18 -1.61
H9 -2.97 0.01 -2.69
H10 -4.09 0.26 -1.31
S1 -2.24 1.77 -1.30
C16 -3.02 2.23 0.16
N2 -4.01 1.57 0.73
N3 -4.35 2.27 1.80
N4 -3.66 3.31 1.93
N5 -2.77 3.35 0.91
C17 -1.87 4.41 0.77
C18 -0.74 4.31 -0.04
C19 0.12 5.39 -0.13
C20 -0.13 6.55 0.58
C21 -1.25 6.64 1.39
C22 -2.12 5.57 1.49
H11 -2.99 5.62 2.12
H12 -1.45 7.54 1.95
H13 0.55 7.39 0.50
H14 1.00 5.32 -0.75
H15 -0.53 3.41 -0.58
H16 -0.43 0.22 -2.76
H17 3.00 -1.49 -2.70
H18 2.14 -0.17 -3.52
H19 3.00 0.14 -2.01

Properties
E_HOMO: -8.2347 eV
LUMO energy: 0.4 eV

***

# C22H20BBr6F2InNO11

C22H20BBr6F2InNO11 as an isolated structure (ωB97M-V/def2-TZVPD, OMol25).

Element x y z (Å)
In1 27.27 0.90 -10.82
N1 23.72 0.26 -12.73
O1 23.61 -0.55 -13.69
O2 23.25 1.46 -12.68
O3 24.55 0.08 -11.89
B1 27.16 -2.04 -11.24
H1 26.15 -1.74 -11.00
H2 27.46 -1.43 -12.08
H3 27.72 -1.79 -10.36
H4 27.15 -3.07 -11.57
C1 23.84 -3.43 -10.76
C2 23.91 -3.46 -12.33
O4 22.53 -3.48 -12.63
C3 21.81 -3.08 -11.52
O5 20.59 -2.88 -11.57
O6 22.50 -3.00 -10.49
F1 24.46 -4.57 -12.72
H5 24.48 -2.67 -10.33
H6 23.96 -4.42 -10.31
H7 24.60 -2.70 -12.68
C4 30.84 -2.24 -6.87
C5 31.79 -1.11 -6.99
O7 31.12 -0.23 -7.87
C6 29.78 -0.63 -7.96
O8 28.86 0.03 -8.42
O9 29.61 -1.80 -7.34
F2 32.96 -1.49 -7.51
H8 30.74 -2.52 -5.82
H9 31.06 -3.16 -7.41
H10 31.87 -0.74 -5.98
C7 34.48 2.16 -12.58
C8 33.19 2.19 -13.18
C9 32.17 1.31 -12.85
C10 32.53 0.21 -12.03
C11 33.85 0.02 -11.47
C12 34.79 1.03 -11.75
C13 34.07 -1.12 -10.54
O10 35.17 -1.37 -9.96
C14 33.03 -2.26 -10.58
C15 33.38 -3.54 -10.25
C16 32.42 -4.58 -10.12
C17 31.06 -4.28 -10.36
C18 30.75 -3.02 -10.69
C19 31.70 -1.98 -10.89
C20 31.32 -0.64 -11.42
O11 30.09 -0.31 -11.44
H11 35.33 2.70 -12.96
H12 32.86 3.04 -13.76
H13 31.27 1.46 -13.44
H14 35.75 0.99 -11.26
H15 34.43 -3.70 -10.05
H16 32.80 -5.59 -10.09
H17 30.28 -5.04 -10.29
H18 29.69 -2.85 -10.58
C21 27.80 -3.71 -14.41
Br1 27.87 -5.28 -15.51
Br2 26.77 -2.35 -15.38
Br3 29.63 -3.13 -13.76
H19 27.21 -3.95 -13.53
C22 26.58 -6.16 -10.44
Br4 25.04 -7.26 -9.87
Br5 27.06 -6.38 -12.31
Br6 27.97 -6.62 -9.09
H20 26.25 -5.12 -10.43

Properties
E_HOMO: -12.1924 eV
Net charge: +1
LUMO energy: -10.0 eV

***

# C22H20Cl2IN3O6Sc

C22H20Cl2IN3O6Sc as an isolated structure (ωB97M-V/def2-TZVPD, OMol25).

Element x y z (Å)
Sc1 -0.11 -0.49 -0.38
O1 3.30 1.34 -1.96
C1 2.23 0.73 -1.82
O2 1.32 0.96 -0.87
C2 1.84 -0.42 -2.73
C3 2.54 -0.76 -3.89
C4 2.03 -1.80 -4.70
C5 0.83 -2.39 -4.35
C6 0.19 -1.98 -3.17
N1 0.75 -1.08 -2.38
C7 -1.13 -2.47 -2.67
O3 -1.80 -3.34 -3.28
O4 -1.38 -1.92 -1.51
H1 3.49 -0.24 -4.08
H2 2.52 -2.11 -5.60
H3 0.32 -3.08 -5.00
I1 3.36 -0.80 1.60
C8 2.77 0.81 2.83
C9 3.70 1.23 3.81
C10 3.39 2.27 4.69
C11 2.14 2.87 4.58
C12 1.21 2.56 3.60
C13 0.02 3.34 3.50
C14 -0.84 3.01 2.51
C15 -0.55 1.93 1.61
C16 0.52 1.08 1.72
C17 1.48 1.40 2.69
H4 4.64 0.69 3.91
H5 4.06 2.67 5.48
H6 1.83 3.62 5.30
H7 -0.13 4.16 4.20
H8 -1.80 3.51 2.42
H9 -1.31 1.79 0.85
N2 -1.38 1.22 -1.67
C18 -2.84 1.45 -1.80
C19 -3.63 1.28 -0.50
C20 -3.62 -0.11 0.09
N3 -2.35 -0.48 0.74
H10 -0.94 2.01 -1.19
H11 -1.01 1.19 -2.64
H12 -3.26 0.74 -2.52
H13 -3.06 2.46 -2.14
H14 -4.69 1.44 -0.77
H15 -3.36 2.08 0.21
H16 -3.82 -0.89 -0.66
H17 -4.49 -0.16 0.78
H18 -2.36 -1.50 0.90
H19 -2.34 -0.04 1.68
Cl1 -0.41 -4.89 2.15
C21 0.00 -4.49 0.36
Cl2 0.86 -5.79 -0.47
C22 0.66 -3.10 0.22
O5 1.66 -2.89 -0.47
O6 -0.03 -2.17 0.87
H20 -1.02 -4.46 -0.06

Properties
E_HOMO: -4.4202 eV
Net charge: -1
LUMO energy: 2.3 eV